[1]
Here is a 7-piece molecular cluster, C17H36N2O19 overall at a distorted geometry from OMol25. Energies are from wB97M-V/def2-TZVPD.

Kohn-Sham gap   11.054 eV
E_LUMO   0.00695 Ha
M   572.5 Da
Structure (SMILES)   C[N+](=O)[O-].C[N+](=O)[O-].COC(=O)OC.COC(=O)OC.COC(=O)OC.COC(=O)OC.COC(=O)OC
HOMO energy   -10.865 eV
E_tot   -60087.39219 eV

```
74
Properties=species:S:1:pos:R:3:mulliken_charge:R:1
C 2.53 2.15 -4.97 -0.445
N 1.86 3.44 -5.21 0.898
O 1.46 4.03 -4.24 -0.516
O 1.86 3.94 -6.36 -0.564
H 2.31 1.77 -3.97 0.021
H 3.58 2.33 -5.19 0.293
H 2.10 1.45 -5.68 0.332
C -1.15 0.36 4.02 -0.485
N -1.19 -0.48 5.26 0.929
O -0.44 -1.46 5.37 -0.548
O -2.03 -0.12 6.08 -0.524
H -1.28 -0.31 3.17 0.098
H -0.13 0.73 3.90 0.221
H -1.85 1.19 3.97 0.325
C -0.34 -1.85 0.45 -0.996
O -0.20 -0.53 0.00 -0.235
C 1.05 0.06 -0.07 0.628
O 2.09 -0.54 0.09 -0.566
O 0.85 1.30 -0.45 -0.201
C 1.86 2.20 -0.72 -0.225
H 0.01 -2.06 1.46 0.479
H 0.27 -2.55 -0.12 0.353
H -1.39 -2.07 0.30 0.375
H 1.44 3.21 -0.84 0.252
H 2.40 2.03 -1.65 -0.003
H 2.59 2.21 0.08 0.110
C 5.28 1.62 0.87 -0.533
O 4.69 1.54 2.17 -0.287
C 4.06 2.63 2.78 0.857
O 3.76 3.70 2.27 -0.572
O 3.93 2.37 4.11 -0.318
C 3.20 3.30 4.87 -0.713
H 4.82 0.80 0.31 0.074
H 6.32 1.29 0.85 0.307
H 5.09 2.56 0.36 0.357
H 2.37 2.76 5.34 0.261
H 2.70 4.09 4.31 0.340
H 3.78 3.78 5.66 0.270
C -5.76 -4.72 0.20 -0.667
O -4.49 -4.31 0.62 -0.291
C -3.43 -5.14 0.47 0.732
O -3.54 -6.31 0.15 -0.561
O -2.30 -4.51 0.96 -0.210
C -1.08 -5.22 0.80 -0.640
H -5.83 -5.79 0.40 0.327
H -6.13 -4.53 -0.80 0.279
H -6.45 -4.16 0.84 0.228
H -1.03 -5.62 -0.21 0.345
H -1.09 -6.05 1.50 0.311
H -0.28 -4.50 0.98 0.152
C -2.63 2.08 -0.13 -0.678
O -3.91 2.56 0.30 -0.339
C -4.16 2.87 1.57 0.775
O -3.35 2.72 2.49 -0.596
O -5.46 3.17 1.67 -0.330
C -5.93 3.67 2.95 -0.645
H -2.53 1.01 0.08 0.261
H -1.73 2.67 0.06 0.338
H -2.77 2.10 -1.21 0.339
H -5.44 4.62 3.16 0.309
H -5.94 2.96 3.77 0.294
H -7.00 3.85 2.79 0.241
C 0.20 -2.43 -5.87 -0.664
O 0.99 -2.71 -4.76 -0.326
C 2.11 -2.00 -4.45 0.820
O 2.43 -0.92 -4.99 -0.610
O 2.68 -2.57 -3.36 -0.314
C 3.69 -1.77 -2.66 -0.489
H -0.44 -3.24 -6.21 0.254
H 0.88 -2.25 -6.71 0.307
H -0.60 -1.73 -5.61 0.278
H 3.38 -0.76 -2.39 0.065
H 4.59 -1.69 -3.26 0.387
H 4.10 -2.21 -1.75 0.272
```

=====

[2]
Here is C23H41KN3O2Ta as an isolated structure at a distorted geometry from OMol25. Energies are from wB97M-V/def2-TZVPD.

Charge   +2
Kohn-Sham gap (alpha / beta)   6.646 / 6.645 eV
E_LUMO (alpha / beta)   -0.26137 / -0.26139 Ha
M   611.6 Da
HOMO energy (alpha / beta)   -13.758 / -13.758 eV
E_tot   -50946.76749 eV

```
71
Properties=species:S:1:pos:R:3:mulliken_charge:R:1
N -1.81 0.59 -0.07 -0.663
C -2.85 1.20 0.13 0.912
O -3.68 2.07 0.21 -0.486
K -1.02 3.30 -1.00 0.963
Ta 0.04 -0.18 0.19 0.703
N 0.96 1.35 1.08 1.008
N 0.81 -0.08 -1.67 0.804
C 0.59 1.74 2.49 1.734
C 0.47 -0.20 -3.17 1.058
C -0.07 3.13 2.45 -1.458
C 1.84 1.77 3.39 -1.713
C -0.38 0.72 3.02 -2.488
C 1.48 0.52 -4.10 -1.736
C 0.49 -1.68 -3.54 -0.887
C -0.91 0.39 -3.41 -1.369
H 0.57 3.88 1.97 0.368
H -0.25 3.46 3.49 0.410
H -1.05 3.10 1.96 0.275
H 2.38 0.82 3.36 0.387
H 1.54 1.94 4.44 0.430
H 2.53 2.59 3.14 0.439
H -1.27 0.66 2.36 0.443
H -0.75 1.01 4.03 0.630
H 0.12 -0.25 3.14 0.386
H 1.57 1.58 -3.87 0.378
H 1.13 0.46 -5.16 0.421
H 2.48 0.05 -4.10 0.432
H 1.46 -2.15 -3.34 0.337
H 0.24 -1.84 -4.61 0.553
H -0.27 -2.22 -2.97 -0.182
H -1.66 -0.03 -2.73 0.213
H -1.23 0.17 -4.45 0.458
H -0.89 1.49 -3.31 0.099
C 2.27 -0.30 -1.43 -1.373
H 2.48 -0.34 -0.35 0.704
H 2.62 -1.24 -1.88 0.345
H 2.89 0.50 -1.90 0.326
C 2.15 2.10 0.56 -1.091
H 3.07 1.70 1.02 0.383
H 2.27 2.01 -0.53 0.203
H 2.06 3.18 0.76 0.400
C 0.17 -4.42 -1.25 -1.500
C -1.01 -3.52 -0.92 3.017
C -2.16 -3.70 -1.91 -1.587
C -1.52 -3.79 0.47 0.978
C -2.01 -5.05 0.78 -0.585
C -2.55 -5.32 2.01 -1.841
C -2.60 -4.31 2.98 -0.588
C -2.12 -3.03 2.72 0.512
C -2.29 -2.01 3.85 1.332
C -3.77 -1.83 4.22 -1.503
C -1.49 -2.43 5.09 -1.489
C -1.52 -2.79 1.45 0.273
O -0.81 -1.65 1.05 -0.811
H -0.12 -5.48 -1.19 0.400
H 0.98 -4.26 -0.53 0.387
H 0.58 -4.23 -2.26 0.291
H -0.66 -2.48 -1.02 -1.917
H -2.57 -4.72 -1.83 0.406
H -2.98 -3.01 -1.68 0.348
H -1.85 -3.53 -2.96 0.397
H -1.95 -5.77 -0.03 0.377
H -2.93 -6.32 2.21 0.397
H -3.04 -4.54 3.95 0.357
H -1.90 -1.05 3.49 -0.703
H -4.23 -2.76 4.59 0.318
H -3.88 -1.06 4.98 0.441
H -4.34 -1.52 3.33 0.371
H -0.43 -2.54 4.84 0.361
H -1.57 -1.67 5.88 0.434
H -1.83 -3.39 5.50 0.374
```

=====

[3]
Here is a 6-piece molecular cluster, C32H64INO17 overall at a distorted geometry from OMol25. Energies are from wB97M-V/def2-TZVPD.

Kohn-Sham gap   8.758 eV
E_LUMO   -0.01282 Ha
M   861.8 Da
Structure (SMILES)   CCCCCCCCCCCN(I)C(=O)O.CCOC(=O)OC.CCOC(=O)OC.CCOC(=O)OC.CCOC(=O)OC.CCOC(=O)OC
HOMO energy   -9.106 eV
E_tot   -78619.61220 eV

```
115
Properties=species:S:1:pos:R:3:mulliken_charge:R:1
C -0.74 1.71 -1.75 -1.139
C 0.75 1.34 -1.89 -0.421
C 1.05 -0.14 -1.59 -0.704
C 2.58 -0.31 -1.43 -0.659
C 3.00 -1.59 -0.69 -0.657
C 4.39 -2.07 -1.23 -0.646
C 5.40 -2.42 -0.10 -0.886
C 6.39 -3.51 -0.61 -0.450
C 7.64 -2.90 -1.27 -0.954
C 8.91 -3.15 -0.44 -0.836
C 9.32 -1.93 0.42 -0.142
N 10.21 -2.41 1.48 -0.312
I 9.30 -2.53 3.32 0.220
C 11.45 -1.71 1.54 0.493
O 12.43 -2.28 1.36 -0.425
O 11.48 -0.36 1.78 -0.453
H -0.79 2.76 -1.46 0.325
H -1.28 1.64 -2.69 0.323
H -1.21 1.12 -0.96 0.301
H 1.10 1.54 -2.90 0.251
H 1.34 1.95 -1.20 0.364
H 0.79 -0.67 -2.51 0.201
H 0.48 -0.52 -0.74 0.446
H 3.00 -0.35 -2.43 0.411
H 2.93 0.55 -0.86 0.245
H 3.11 -1.44 0.38 0.424
H 2.31 -2.42 -0.85 0.219
H 4.85 -1.30 -1.84 0.383
H 4.18 -2.91 -1.90 0.397
H 5.97 -1.50 0.06 0.241
H 4.90 -2.67 0.83 0.475
H 5.83 -4.14 -1.30 0.226
H 6.65 -4.15 0.23 0.475
H 7.50 -1.85 -1.53 0.470
H 7.77 -3.45 -2.20 0.417
H 9.75 -3.35 -1.11 0.285
H 8.80 -3.99 0.23 0.363
H 8.39 -1.48 0.79 0.181
H 9.79 -1.18 -0.22 0.294
H 11.46 0.10 0.93 0.337
C 6.88 2.60 7.15 -1.088
C 6.54 1.70 8.32 -0.181
O 6.16 0.39 7.89 -0.365
C 7.17 -0.42 7.56 0.775
O 8.34 -0.15 7.61 -0.550
O 6.65 -1.58 7.15 -0.364
C 7.62 -2.52 6.69 -0.304
H 6.06 2.61 6.43 0.291
H 7.07 3.61 7.49 0.351
H 7.77 2.24 6.63 0.313
H 5.68 2.10 8.86 0.286
H 7.36 1.64 9.04 0.311
H 8.40 -2.68 7.43 0.322
H 8.05 -2.18 5.75 -0.177
H 7.10 -3.46 6.52 0.282
C -5.68 6.31 0.81 -1.066
C -5.22 5.03 0.15 -0.125
O -3.83 4.78 0.41 -0.347
C -3.55 4.27 1.61 0.738
O -4.35 3.99 2.46 -0.562
O -2.23 4.13 1.70 -0.326
C -1.77 3.66 2.97 -0.662
H -5.04 7.14 0.51 0.318
H -6.71 6.54 0.52 0.305
H -5.64 6.23 1.89 0.308
H -5.32 5.12 -0.93 0.256
H -5.82 4.17 0.46 0.323
H -2.29 2.75 3.26 0.308
H -1.92 4.43 3.73 0.300
H -0.71 3.46 2.87 0.222
C 5.06 -9.70 -4.26 -1.108
C 5.89 -8.82 -3.35 -0.195
O 5.27 -7.54 -3.15 -0.343
C 4.27 -7.52 -2.26 0.762
O 3.87 -8.46 -1.63 -0.557
O 3.79 -6.27 -2.22 -0.297
C 2.66 -6.13 -1.35 -0.439
H 4.84 -9.18 -5.20 0.294
H 5.59 -10.62 -4.49 0.363
H 4.11 -9.95 -3.80 0.309
H 6.86 -8.61 -3.81 0.299
H 6.09 -9.30 -2.39 0.316
H 2.87 -6.52 -0.36 0.343
H 1.79 -6.63 -1.78 0.338
H 2.44 -5.07 -1.27 -0.071
C -11.21 8.51 -3.43 -1.102
C -9.83 8.03 -3.82 -0.161
O -9.15 7.42 -2.71 -0.367
C -9.51 6.17 -2.43 0.750
O -10.33 5.52 -3.02 -0.570
O -8.82 5.77 -1.36 -0.249
C -9.17 4.46 -0.90 -0.702
H -11.15 9.17 -2.56 0.294
H -11.67 9.06 -4.25 0.360
H -11.85 7.68 -3.17 0.307
H -9.21 8.87 -4.12 0.298
H -9.87 7.34 -4.66 0.305
H -9.12 3.73 -1.70 0.342
H -10.17 4.48 -0.46 0.311
H -8.46 4.18 -0.13 0.185
C -12.85 1.54 -2.73 -1.158
C -11.47 1.08 -3.14 -0.155
O -10.78 0.47 -2.04 -0.321
C -11.13 -0.78 -1.76 0.750
O -11.95 -1.44 -2.35 -0.554
O -10.43 -1.18 -0.69 -0.329
C -10.76 -2.49 -0.23 -0.645
H -12.79 2.19 -1.85 0.285
H -13.33 2.09 -3.54 0.358
H -13.49 0.70 -2.46 0.359
H -10.87 1.94 -3.44 0.279
H -11.51 0.40 -3.99 0.322
H -10.70 -3.22 -1.04 0.298
H -11.76 -2.50 0.21 0.290
H -10.04 -2.76 0.53 0.224
```